This record from the OMol25 dataset describes a structure of composition C57H71N9O3PSbW in a non-equilibrium geometry. The level of theory is wB97M-V/def2-TZVPD.

```
! RIJCOSX wB97M-V def2-TZVPD def2/J DEFGRID3
* xyz 2 3
W -1.03 0.61 -0.27
C -3.30 3.50 -2.76
C -4.16 3.01 -1.65
C -5.55 3.06 -1.75
C -6.33 2.59 -0.71
C -5.69 2.18 0.44
C -4.30 2.15 0.45
N -3.55 2.49 -0.57
Sb -3.51 1.99 2.45
C -1.25 2.33 1.01
C -1.60 3.61 1.41
C -0.85 4.25 2.43
C 0.18 3.57 3.01
C 0.49 2.25 2.58
C 1.63 1.49 3.15
N -0.22 1.72 1.62
C -2.06 0.59 3.18
C -1.74 0.89 4.49
C -0.96 -0.03 5.20
C -0.68 -1.24 4.60
C -1.09 -1.48 3.27
C -0.92 -2.84 2.67
N -1.68 -0.53 2.55
H -3.89 4.03 -3.51
H -2.80 2.65 -3.23
H -2.53 4.17 -2.38
H -6.00 3.46 -2.65
H -7.41 2.59 -0.79
H -6.26 1.87 1.32
H -2.40 4.14 0.90
H -1.09 5.26 2.73
H 0.79 4.02 3.79
H 1.98 1.95 4.08
H 2.46 1.46 2.44
H 1.34 0.46 3.33
H -2.09 1.81 4.96
H -0.65 0.17 6.22
H -0.18 -2.02 5.15
H -1.89 -3.20 2.29
H -0.55 -3.55 3.41
H -0.22 -2.80 1.84
C -3.76 -3.04 -0.27
C -2.69 -2.01 -0.29
N -2.89 -0.75 0.05
O -4.04 -0.53 0.79
C -1.36 -2.25 -0.67
C -0.80 -3.43 -1.37
N -0.58 -1.28 -0.14
O 0.38 -0.62 -0.87
H -4.73 -2.61 -0.51
H -3.83 -3.55 0.71
H -3.54 -3.81 -1.01
H -4.31 -1.39 1.14
H -0.66 -4.26 -0.67
H 0.18 -3.17 -1.78
H -1.46 -3.75 -2.17
C 2.40 5.12 -1.72
N 1.45 4.21 -1.09
C 0.12 4.78 -0.95
C 1.79 2.95 -0.70
N 0.97 1.94 -0.62
N 3.13 2.79 -0.42
C 3.85 3.75 0.41
C 3.74 1.47 -0.50
H 1.94 5.52 -2.63
H 3.31 4.60 -2.00
H 2.65 5.96 -1.08
H -0.22 5.17 -1.90
H 0.14 5.60 -0.23
H -0.58 4.03 -0.61
H 1.48 1.16 -0.23
H 3.21 4.58 0.69
H 4.74 4.14 -0.10
H 4.18 3.25 1.33
H 3.38 0.94 -1.38
H 3.54 0.86 0.39
H 4.82 1.59 -0.60
C -6.14 -0.92 -2.63
C -4.68 -1.13 -2.96
C -4.27 -2.20 -3.75
C -2.92 -2.37 -4.05
C -2.47 -3.48 -4.97
C -1.99 -1.48 -3.53
C -2.38 -0.38 -2.77
C -3.73 -0.23 -2.50
N -1.44 0.61 -2.32
C -0.51 1.07 -3.47
C -0.24 2.58 -3.34
C -1.18 0.90 -4.84
C 0.85 0.33 -3.50
H -6.77 -1.68 -3.09
H -6.48 0.06 -3.00
H -6.31 -0.93 -1.55
H -5.01 -2.89 -4.16
H -3.19 -4.29 -5.01
H -1.50 -3.88 -4.68
H -2.36 -3.09 -5.99
H -0.95 -1.66 -3.74
H -4.07 0.62 -1.93
H -0.91 3.15 -3.98
H 0.79 2.80 -3.64
H -0.38 2.89 -2.33
H -2.22 1.23 -4.83
H -1.15 -0.11 -5.23
H -0.63 1.54 -5.54
H 1.51 0.73 -2.74
H 1.30 0.50 -4.48
H 0.76 -0.74 -3.34
O 1.73 -0.87 1.45
P 2.91 -1.74 1.78
C 3.91 -1.03 3.09
C 5.16 -0.46 2.84
C 5.86 0.17 3.86
C 5.32 0.24 5.14
C 4.08 -0.33 5.40
C 3.38 -0.95 4.38
C 3.97 -2.07 0.36
C 3.46 -1.84 -0.92
C 4.20 -2.20 -2.04
C 5.45 -2.80 -1.88
C 5.95 -3.05 -0.61
C 5.21 -2.70 0.51
C 2.47 -3.43 2.27
C 1.83 -4.19 1.29
C 1.45 -5.50 1.54
C 1.72 -6.07 2.78
C 2.37 -5.33 3.76
C 2.76 -4.01 3.50
H 5.60 -0.52 1.85
H 6.83 0.61 3.66
H 5.87 0.73 5.94
H 3.66 -0.29 6.40
H 2.40 -1.37 4.58
H 2.48 -1.38 -1.02
H 3.80 -2.03 -3.03
H 6.02 -3.09 -2.76
H 6.92 -3.53 -0.49
H 5.60 -2.92 1.50
H 1.63 -3.74 0.31
H 0.97 -6.09 0.76
H 1.43 -7.09 2.98
H 2.60 -5.78 4.72
H 3.29 -3.47 4.27
*
```

The HOMO energy (spin up / spin down) comes out at -11.266 / -12.193 eV. Its LUMO energy (spin up / spin down) is -6.40 / -6.46 eV. The calculation puts the total energy at -3581.184935 a.u. Its expectation value of S² is 2.04. The energy above the lowest of the compared OMol25 structures with the same formula, charge and spin comes out at 41.2 kcal/mol. Its HOMO-LUMO gap (spin up / spin down) is 0.1788 / 0.2108 Ha. Its molar mass is 1266.83 u.